No. 1
{
  "formula": "CH4ClN3",
  "method": "wB97M-V/def2-TZVPD",
  "symbols": ["C", "N", "N", "N", "Cl", "H", "H", "H", "H"],
  "coordinates": [[-0.3289, 1.3639, 0.4440], [0.8081, 1.1036, -0.1974], [0.3995, -0.2223, -0.3864], [-0.7916, 0.1140, 0.2682], [-2.3482, -0.5572, 0.1463], [-0.9523, 2.1825, 0.8006], [0.9833, -3.1657, -0.7459], [1.6222, 1.6067, -0.0436], [0.6080, -2.4256, -0.2859]],
  "forces_ev_per_a": [[-3.0, 1.6, 1.1], [-3.7, -0.7, 0.5], [0.9, -1.7, -1.1], [1.4, 0.5, -0.2], [1.2, 0.4, -0.1], [0.9, 0.2, -0.2], [-1.7, 3.0, 2.0], [2.3, 0.0, 0.0], [1.7, -3.2, -2.1]],
  "orbital_gap_ev": 8.55,
  "e_above_lowest_kj_mol": 551.7,
  "spin_multiplicity": 1
}

No. 2
{
  "formula": "C30H51AlBrFILiN3O13P2S2",
  "method": "wB97M-V/def2-TZVPD",
  "symbols": ["C", "C", "C", "I", "P", "C", "C", "P", "N", "C", "C", "F", "H", "H", "H", "H", "H", "H", "H", "H", "H", "H", "H", "H", "H", "H", "H", "H", "H", "H", "O", "H", "Li", "O", "C", "C", "O", "H", "H", "H", "H", "Al", "C", "C", "C", "S", "O", "O", "C", "H", "H", "H", "H", "H", "H", "H", "H", "Br", "C", "C", "C", "C", "C", "C", "N", "O", "O", "H", "H", "H", "H", "H", "C", "S", "O", "C", "H", "H", "H", "H", "H", "H", "C", "C", "C", "C", "C", "C", "N", "O", "O", "H", "H", "H", "H", "H", "C", "C", "O", "C", "O", "O", "H", "H", "H", "H"],
  "coordinates": [[-5.2382, -1.1413, 2.5953], [-3.6709, -1.3824, 2.3132], [-3.2532, -0.2663, 1.2162], [-4.1558, -0.7013, -0.7100], [-1.4094, 0.0794, 1.1685], [-0.3030, -1.4141, 1.4317], [-0.9322, -2.8125, 1.0332], [-1.0184, 1.4319, 2.8921], [0.2667, 2.3518, 2.6548], [-0.8253, 0.8982, -0.4463], [-0.7222, -0.1473, -1.6760], [0.5736, 1.3286, -0.2047], [-5.8021, -1.7693, 1.8539], [-5.5408, -0.0645, 2.4708], [-5.4261, -1.4354, 3.6695], [-3.0528, -1.2338, 3.2434], [-3.5380, -2.3762, 1.8056], [-3.7443, 0.6923, 1.5878], [0.6180, -1.2535, 0.7847], [0.0699, -1.3860, 2.5054], [-1.7193, -2.7652, 0.2295], [-1.3152, -3.2777, 2.0004], [-0.0621, -3.4742, 0.7230], [-2.2326, 2.1957, 3.0229], [-0.9474, 0.6051, 4.0680], [0.9027, 2.1348, 3.4404], [-1.4380, 1.8155, -0.6925], [0.2431, -0.0643, -2.2518], [-1.5672, 0.1272, -2.3742], [-0.9507, -1.1956, -1.3222], [1.6129, -3.4031, 2.4785], [1.9337, -2.7304, 1.8721], [-1.7016, -4.7431, 3.1236], [3.2071, -8.5673, 4.5281], [2.3256, -7.6439, 4.6206], [0.8942, -8.2107, 3.9559], [0.0074, -7.2845, 4.0308], [2.5256, -6.6944, 4.0974], [2.0514, -7.3027, 5.6319], [0.6799, -9.1534, 4.4833], [1.1594, -8.5722, 2.9502], [2.4898, 1.3452, -1.1389], [-2.8999, 6.4137, -0.1881], [-1.5284, 6.3492, 0.4908], [-0.7285, 5.2390, -0.1960], [-1.3584, 5.1334, -1.8705], [-1.9992, 3.8469, -2.0392], [-0.3531, 5.6175, -2.7878], [-2.6231, 6.3775, -1.6864], [-3.4502, 7.3117, 0.0954], [-3.4975, 5.5444, 0.1034], [-1.0143, 7.3061, 0.3638], [-1.6161, 6.1652, 1.5630], [0.3365, 5.4679, -0.2248], [-0.8876, 4.2734, 0.2870], [-3.4963, 6.1094, -2.2794], [-2.2097, 7.3260, -2.0336], [-0.3120, -1.0094, -4.1289], [1.3513, 2.7499, -6.0628], [0.9625, 1.5324, -6.6107], [0.6351, 1.4509, -7.9586], [0.7055, 2.5948, -8.7475], [1.0865, 3.8174, -8.2046], [1.4094, 3.8913, -6.8558], [0.3854, 2.5086, -10.1736], [0.0376, 1.4281, -10.6123], [0.4889, 3.5221, -10.8404], [1.6114, 2.8098, -5.0106], [0.9170, 0.6459, -5.9872], [0.3333, 0.4983, -8.3758], [1.1379, 4.7111, -8.8142], [1.7101, 4.8384, -6.4225], [-4.7665, 1.8442, 5.4486], [-3.4838, 0.8350, 6.2177], [-3.4508, -0.4767, 5.4939], [-4.3556, 0.5727, 7.7731], [-4.4474, 2.0968, 4.4367], [-5.7029, 1.2859, 5.4049], [-4.9018, 2.7609, 6.0239], [-5.3170, 0.0934, 7.5836], [-4.5043, 1.5311, 8.2722], [-3.7462, -0.0731, 8.4049], [5.0347, -6.1180, -0.2858], [4.1064, -6.4382, -1.2709], [3.2276, -7.4965, -1.0807], [3.2856, -8.2247, 0.1034], [4.2160, -7.9158, 1.0906], [5.0927, -6.8573, 0.8907], [2.3460, -9.3243, 0.3200], [1.5558, -9.5813, -0.5690], [2.4047, -9.9194, 1.3835], [5.7158, -5.2872, -0.4353], [4.0662, -5.8598, -2.1865], [2.5087, -7.7373, -1.8541], [4.2675, -8.4835, 2.0125], [5.8197, -6.6055, 1.6537], [3.8426, 5.1966, -1.3773], [3.8869, 6.5118, -2.1000], [5.2396, 6.9186, -1.9312], [5.9757, 5.7970, -1.7067], [7.1631, 5.7639, -1.6882], [5.1722, 4.7137, -1.5047], [3.1313, 4.4991, -1.8243], [3.6088, 5.3112, -0.3142], [3.6775, 6.4101, -3.1682], [3.2032, 7.2465, -1.6746]],
  "forces_ev_per_a": [[1.0, -0.6, 0.3], [-0.7, 1.2, -1.1], [-0.4, 0.2, 1.1], [0.4, 0.2, 0.5], [0.0, -0.9, -0.5], [0.4, -0.1, -0.1], [0.7, -0.2, 0.2], [1.3, 1.5, 0.7], [-0.8, -1.2, 0.7], [-0.5, -0.6, -0.8], [-2.0, 1.0, 1.9], [-0.6, 0.2, 0.3], [0.3, 0.7, 1.0], [0.4, -1.0, 0.1], [-0.1, 0.2, -1.3], [-0.7, -0.3, -0.8], [0.0, 0.9, 0.9], [0.8, -1.0, -0.7], [-1.2, 0.0, 0.8], [-0.4, -0.4, -1.3], [0.6, 0.0, 0.9], [0.2, 0.7, -1.2], [-1.0, 0.8, 0.5], [0.2, -0.7, -0.2], [-0.5, 0.1, -0.7], [-0.1, 0.3, -0.6], [0.9, -0.8, 0.3], [-0.9, 0.0, 0.8], [1.2, -0.2, 0.9], [0.7, 1.1, -0.5], [-1.0, -0.1, 0.2], [0.3, 0.0, -0.1], [0.9, -0.4, 0.1], [0.8, -0.2, 0.1], [-3.8, -1.8, -1.8], [3.6, 1.0, 1.5], [-1.2, 1.0, -0.1], [0.5, 0.9, -0.1], [0.3, 0.5, 0.8], [-0.4, -0.7, 0.1], [-0.1, -0.4, -0.7], [-0.1, -0.1, -0.2], [0.0, -0.1, 0.1], [0.0, 0.2, 0.1], [0.1, 0.0, 0.5], [0.0, 0.6, -0.2], [0.3, -0.1, 0.0], [-0.1, -0.5, 0.1], [-0.4, 0.2, 0.1], [0.0, -0.1, 0.0], [0.0, 0.1, -0.1], [0.0, -0.1, 0.0], [0.1, 0.0, -0.1], [-0.1, -0.1, -0.1], [0.0, 0.0, -0.1], [0.2, -0.1, -0.1], [0.0, -0.1, 0.0], [0.6, -0.8, -1.8], [0.0, 0.0, -0.2], [0.1, 0.1, 0.0], [0.0, 0.0, 0.0], [0.2, 0.0, 0.8], [0.0, 0.2, 0.0], [0.0, -0.2, 0.0], [-0.1, -0.1, -0.4], [0.1, 0.2, 0.1], [0.0, -0.1, 0.2], [-0.1, 0.0, -0.1], [-0.1, 0.1, -0.1], [0.0, 0.2, -0.1], [-0.1, -0.2, -0.1], [0.0, 0.0, -0.1], [-0.1, -0.1, 0.0], [-0.1, 0.1, 0.2], [0.0, 0.2, -0.2], [0.0, -0.1, 0.0], [0.0, 0.0, 0.1], [0.1, 0.0, 0.0], [0.1, 0.0, 0.0], [0.1, 0.0, -0.1], [0.1, 0.0, -0.1], [0.0, 0.1, -0.1], [0.0, 0.0, 0.0], [0.1, -0.1, 0.2], [-0.1, 0.0, -0.1], [0.5, 0.6, -0.1], [0.0, 0.0, 0.2], [-0.1, 0.0, -0.2], [-0.2, -0.3, -0.1], [0.1, 0.1, 0.2], [-0.1, 0.1, -0.1], [0.0, -0.1, 0.0], [0.0, -0.1, 0.1], [0.0, -0.1, 0.2], [-0.1, -0.1, -0.2], [-0.1, -0.1, 0.0], [-0.4, -0.4, 0.3], [-0.5, 0.5, -0.3], [0.0, -0.5, 0.2], [1.1, 0.3, -0.1], [-0.6, -0.1, 0.0], [-0.1, 0.1, -0.1], [0.1, 0.0, -0.1], [0.0, 0.0, 0.0], [0.0, 0.0, 0.1], [0.2, 0.1, 0.0]],
  "orbital_gap_ev": 2.95,
  "total_charge": 1,
  "spin_multiplicity": 1
}

No. 3
{
  "formula": "C4H7NO",
  "method": "wB97M-V/def2-TZVPD",
  "symbols": ["C", "N", "C", "C", "C", "O", "H", "H", "H", "H", "H", "H", "H"],
  "coordinates": [[1.1747, -1.3561, -0.1947], [0.1689, -1.0074, 1.1726], [-0.3524, -0.7239, -0.0052], [-0.6054, 0.7000, -0.4805], [-0.8555, 1.7085, 0.5519], [0.3661, 1.6782, -0.1683], [1.5841, -0.6271, -0.9021], [1.0611, -2.3592, -0.6055], [1.8641, -1.3291, 0.6567], [-1.0013, -1.4462, -0.5456], [-1.0709, 0.8114, -1.4624], [-1.5210, 2.5450, 0.3427], [-0.7677, 1.3935, 1.5908]],
  "forces_ev_per_a": [[0.4, -0.2, -0.2], [-0.2, 0.1, -0.2], [-0.2, 0.0, 0.2], [-0.1, -0.2, -0.1], [-0.2, 0.1, 0.2], [0.2, 0.0, 0.0], [-0.2, 0.0, 0.1], [0.0, 0.2, 0.1], [0.0, -0.1, -0.1], [0.1, 0.0, 0.0], [0.1, 0.0, 0.2], [0.2, -0.1, 0.0], [0.0, 0.0, -0.2]],
  "orbital_gap_ev": 9.29,
  "e_above_lowest_kj_mol": 555.8,
  "spin_multiplicity": 1
}

No. 4
{
  "formula": "C6H18BF4InO6",
  "method": "wB97M-V/def2-TZVPD",
  "symbols": ["In", "B", "F", "F", "F", "F", "C", "C", "O", "O", "H", "H", "H", "H", "H", "H", "C", "C", "O", "O", "H", "H", "H", "H", "H", "H", "C", "C", "O", "O", "H", "H", "H", "H", "H", "H"],
  "coordinates": [[5.5547, 6.2826, 8.3183], [4.3935, 9.1052, 10.2293], [4.8332, 10.3940, 10.2228], [4.2414, 8.7525, 8.8591], [5.2780, 8.2742, 10.7944], [3.1481, 9.0658, 10.8105], [6.6395, 4.5851, 5.0426], [5.1511, 4.3943, 4.7991], [4.4498, 4.4056, 6.0937], [6.9783, 5.7681, 5.8448], [7.1661, 4.7491, 4.1024], [7.0850, 3.7245, 5.5415], [5.0281, 3.4647, 4.2434], [4.6451, 5.1364, 4.1817], [3.5489, 4.1963, 5.8362], [7.8892, 6.0077, 5.6593], [8.5769, 6.7636, 10.4585], [7.6896, 6.1427, 11.5001], [6.4334, 5.6077, 11.0454], [7.8412, 7.7151, 9.7672], [9.1601, 6.0433, 9.8848], [9.4444, 7.2437, 10.9113], [7.4963, 6.8492, 12.3072], [8.2725, 5.3089, 11.8913], [5.9950, 5.1501, 11.7666], [8.1900, 8.5582, 10.0656], [5.2072, 8.6667, 5.4699], [6.0755, 9.4830, 6.4246], [6.9459, 8.6412, 7.1532], [4.2773, 7.8416, 6.1445], [5.7661, 8.0868, 4.7354], [4.7061, 9.4770, 4.9403], [5.4477, 10.1043, 7.0634], [6.6830, 10.0887, 5.7521], [7.7270, 9.1455, 7.3925], [3.4536, 8.1804, 5.7863]],
  "forces_ev_per_a": [[0.3, 2.7, -0.3], [-2.1, 2.3, 0.9], [0.8, 0.9, -0.2], [0.6, -2.1, -1.9], [1.6, -2.1, 0.6], [-0.2, -0.6, 0.1], [0.4, 0.4, 0.1], [0.0, 0.8, 0.8], [1.1, -0.3, -0.6], [-1.7, -0.2, 0.6], [-0.2, -0.3, -0.2], [-0.2, -0.1, -0.1], [-0.1, -0.4, 0.5], [0.6, 0.4, -0.1], [-0.6, 0.1, 0.5], [0.4, 0.1, 0.2], [0.9, 0.2, 0.6], [0.1, -1.2, 1.3], [0.7, 0.8, -1.7], [0.2, -0.3, -1.7], [-1.0, -0.5, -1.0], [-0.3, 0.1, 0.9], [-0.2, 0.3, -0.2], [0.0, -0.1, 0.2], [-0.4, -0.3, 0.1], [-0.7, 0.7, 0.0], [0.3, 1.1, 0.0], [0.1, -0.4, -0.7], [-0.5, -0.8, 0.3], [0.6, -0.5, -0.5], [0.4, -0.2, 0.3], [-0.4, -0.2, -0.3], [0.1, -0.1, 0.2], [0.0, 0.3, 0.0], [0.2, -0.2, 0.4], [-0.9, -0.3, 0.8]],
  "orbital_gap_ev": 3.45,
  "total_charge": 2,
  "spin_multiplicity": 1
}

How do the records compare in HOMO? In the order shown, they have -8.2; -9.3; -8.3; -17.1 eV.
How do the records compare in electronic energy? In the order shown, they have -664.71588; -7015.73907; -286.41994; -1304.60342 Ha.